1.
{
  "formula": "C2H12O3S2",
  "method": "ωB97M-V/def2-TZVPD",
  "total_charge": 0,
  "e_tot_ha": -1105.24816,
  "e_lumo_ev": -5.21,
  "de_lowest_kcal_mol": 159.01,
  "elements": ["C", "C", "S", "S", "H", "H", "H", "H", "H", "H", "H", "H", "O", "H", "H", "O", "H", "H", "O"],
  "xyz": [[0.862, -0.464, 1.466], [1.159, -1.093, 0.093], [2.791, -0.470, -0.299], [-2.188, 0.498, 0.331], [1.556, -1.015, 2.149], [0.966, 0.680, 1.464], [-0.211, -0.602, 1.875], [1.239, -2.239, 0.199], [0.484, -0.767, -0.733], [-3.381, 0.983, 0.726], [-1.685, -1.448, -0.156], [-1.713, -3.110, -0.135], [-1.172, -2.306, -0.248], [-0.854, 1.987, -0.131], [-0.832, 3.552, -0.319], [-0.448, 2.721, -0.654], [1.817, 0.852, -1.335], [0.263, 1.113, -2.110], [1.345, 1.129, -2.184]]
}

2.
{
  "formula": "C6H15BFNO11S3",
  "method": "ωB97M-V/def2-TZVPD",
  "smiles": "CCB(O)NS(=O)(=O)F.O=S1(=O)OCCO1.O=S1(=O)OCCO1",
  "total_charge": 0,
  "e_tot_ha": -2439.19900,
  "e_lumo_ev": -0.99,
  "elements": ["C", "C", "B", "O", "N", "S", "O", "O", "F", "H", "H", "H", "H", "H", "H", "H", "O", "S", "O", "O", "C", "C", "O", "H", "H", "H", "H", "O", "S", "O", "O", "C", "C", "O", "H", "H", "H", "H"],
  "xyz": [[0.421, -0.459, 1.286], [1.939, -0.171, 1.830], [2.035, 0.424, 3.359], [1.958, -0.545, 4.491], [2.247, 1.927, 3.666], [0.683, 2.639, 3.201], [0.477, 4.072, 3.748], [-0.435, 1.699, 3.737], [0.723, 2.748, 1.470], [-0.352, 0.398, 1.477], [0.456, -0.632, 0.107], [0.022, -1.468, 1.778], [2.484, 0.607, 1.124], [2.541, -1.178, 1.749], [1.592, -0.096, 5.323], [2.418, 2.063, 4.697], [-1.445, 0.796, -3.195], [-0.680, 1.666, -2.330], [0.055, 1.187, -1.183], [-1.648, 2.888, -1.854], [-1.075, 4.132, -2.254], [-0.259, 3.821, -3.505], [0.331, 2.547, -3.259], [-0.433, 4.488, -1.442], [-1.860, 4.869, -2.445], [0.512, 4.572, -3.697], [-0.905, 3.731, -4.385], [-0.331, -4.237, 1.195], [-0.739, -5.021, 0.051], [-0.840, -6.462, 0.079], [0.190, -4.590, -1.218], [-0.640, -4.113, -2.275], [-1.878, -3.536, -1.593], [-2.148, -4.416, -0.504], [-0.902, -4.964, -2.913], [-0.109, -3.364, -2.869], [-2.736, -3.480, -2.266], [-1.673, -2.542, -1.181]]
}

3.
{
  "formula": "C6H10N2",
  "method": "ωB97M-V/def2-TZVPD",
  "total_charge": 0,
  "e_tot_ha": -343.93358,
  "e_lumo_ev": 0.79,
  "de_lowest_kcal_mol": 127.47,
  "elements": ["C", "C", "C", "C", "C", "C", "N", "N", "H", "H", "H", "H", "H", "H", "H", "H", "H", "H"],
  "xyz": [[0.444, -0.683, 0.209], [2.389, 0.068, 2.955], [0.385, 1.188, -0.533], [-0.480, -0.027, -0.829], [-0.357, -0.518, -2.263], [-1.935, 0.104, -0.396], [1.109, 0.461, 0.287], [1.809, 0.086, 3.944], [0.509, -1.508, 0.895], [1.971, 0.520, 0.885], [0.747, 1.856, -1.335], [-0.359, -1.591, -2.214], [0.629, -0.189, -2.590], [-1.121, -0.100, -2.921], [-2.663, 0.637, -1.062], [-1.995, 0.497, 0.565], [-2.373, -0.852, -0.492], [1.293, 0.051, 4.895]]
}

4.
{
  "formula": "C34H57FeN8Si",
  "method": "ωB97M-V/def2-TZVPD",
  "total_charge": 2,
  "spin_multiplicity": 2,
  "e_tot_ha": -3320.49244,
  "e_lumo_ev": [-6.51, -6.63],
  "elements": ["Fe", "C", "N", "C", "C", "N", "C", "C", "C", "C", "C", "C", "C", "C", "C", "N", "C", "N", "C", "C", "N", "C", "C", "C", "N", "C", "C", "H", "H", "H", "H", "H", "H", "H", "H", "H", "H", "H", "H", "H", "H", "H", "H", "H", "H", "H", "H", "H", "H", "H", "H", "H", "H", "H", "H", "H", "H", "N", "C", "C", "C", "N", "C", "C", "H", "H", "H", "H", "H", "H", "C", "Si", "C", "C", "C", "C", "C", "C", "C", "C", "H", "H", "H", "H", "H", "H", "H", "H", "H", "H", "H", "H", "H", "H", "H", "H", "H", "H", "H", "H", "H"],
  "xyz": [[-0.317, 0.119, -0.332], [-2.776, -0.761, 1.381], [-1.890, -1.726, 2.015], [-2.480, -3.040, 2.283], [-0.623, -1.413, 2.341], [0.077, -0.537, 1.611], [1.048, 0.238, 2.243], [0.755, 0.820, 3.483], [1.685, 1.571, 4.188], [2.949, 1.752, 3.658], [3.272, 1.237, 2.387], [4.561, 1.463, 1.865], [4.886, 1.027, 0.594], [3.927, 0.379, -0.173], [2.643, 0.094, 0.318], [1.681, -0.451, -0.520], [2.021, -1.359, -1.443], [1.407, -1.358, -2.633], [0.753, -0.146, -3.102], [1.116, -2.589, -3.380], [2.914, -2.345, -1.201], [3.228, -2.768, 0.164], [3.863, -2.798, -2.233], [2.303, 0.504, 1.635], [-0.077, -2.099, 3.373], [-0.834, -2.320, 4.613], [1.363, -2.340, 3.477], [-3.620, -0.527, 2.038], [-3.168, -1.157, 0.444], [-2.246, 0.161, 1.191], [-2.997, -3.372, 1.382], [-3.204, -3.006, 3.100], [-1.702, -3.760, 2.524], [-0.239, 0.670, 3.895], [1.418, 2.008, 5.146], [3.705, 2.308, 4.204], [5.284, 2.004, 2.468], [5.868, 1.217, 0.181], [4.159, 0.117, -1.201], [1.271, 0.732, -2.740], [-0.297, -0.110, -2.789], [0.768, -0.126, -4.191], [1.409, -3.460, -2.802], [1.631, -2.604, -4.342], [0.040, -2.641, -3.564], [2.415, -2.491, 0.832], [4.155, -2.322, 0.532], [3.338, -3.852, 0.180], [3.692, -2.272, -3.168], [3.779, -3.871, -2.408], [4.880, -2.586, -1.899], [-1.847, -1.937, 4.522], [-0.340, -1.788, 5.429], [-0.873, -3.378, 4.868], [1.832, -2.268, 2.500], [1.518, -3.347, 3.864], [1.849, -1.632, 4.153], [-2.743, -5.429, -2.014], [-2.223, -4.212, -1.727], [-1.146, -4.058, -0.833], [-0.670, -2.798, -0.564], [-1.164, -1.673, -1.113], [-2.187, -1.826, -1.970], [-2.740, -3.038, -2.302], [-2.342, -6.269, -1.638], [-3.499, -5.530, -2.668], [-0.691, -4.927, -0.357], [0.158, -2.663, 0.127], [-2.578, -0.917, -2.415], [-3.568, -3.080, -3.004], [-0.250, 2.872, 0.987], [-1.164, 2.678, -0.622], [-2.923, 3.270, -0.413], [-3.642, 3.324, -1.775], [-3.705, 2.328, 0.504], [-2.888, 4.668, 0.229], [-0.156, 3.507, -1.948], [-0.408, 5.026, -1.892], [1.332, 3.241, -1.640], [-0.523, 2.996, -3.356], [-0.068, 3.946, 1.155], [0.728, 2.378, 0.987], [-0.830, 2.485, 1.833], [-3.740, 2.328, -2.225], [-3.127, 3.971, -2.493], [-4.653, 3.729, -1.645], [-3.797, 1.329, 0.067], [-4.724, 2.719, 0.642], [-3.252, 2.244, 1.501], [-2.429, 5.419, -0.417], [-2.362, 4.676, 1.190], [-3.921, 4.986, 0.416], [-0.267, 5.445, -0.886], [-1.412, 5.289, -2.234], [0.308, 5.527, -2.559], [1.701, 3.894, -0.839], [1.938, 3.442, -2.535], [1.530, 2.210, -1.329], [-1.588, 3.127, -3.580], [-0.288, 1.941, -3.492], [0.042, 3.560, -4.111]]
}

5.
{
  "formula": "C13H27BeN4O4P2S5",
  "method": "ωB97M-V/def2-TZVPD",
  "total_charge": -1,
  "e_tot_ha": -3720.19238,
  "e_lumo_ev": 2.39,
  "de_lowest_kcal_mol": 36.36,
  "elements": ["Be", "S", "C", "S", "C", "C", "S", "S", "S", "C", "N", "C", "P", "O", "O", "P", "O", "N", "C", "C", "N", "C", "C", "N", "C", "C", "H", "H", "H", "H", "H", "H", "H", "H", "H", "H", "H", "H", "H", "H", "H", "H", "H", "H", "H", "H", "H", "H", "H", "H", "C", "C", "O", "H", "H", "H"],
  "xyz": [[-0.009, 0.267, 0.781], [-6.959, 0.469, 0.406], [-5.358, 0.290, 0.106], [-4.585, -1.259, 0.087], [-2.993, -0.733, -0.506], [-2.742, 0.712, -0.233], [-1.947, 1.020, 1.470], [-4.307, 1.627, -0.254], [-2.052, -1.803, -1.250], [0.370, 3.230, 3.422], [0.899, 3.700, 2.155], [0.760, 5.125, 1.928], [1.084, 2.686, 0.839], [1.123, 1.292, 1.406], [0.063, 3.031, -0.246], [-1.308, 1.746, -0.848], [-0.208, 0.649, -0.727], [-2.354, 3.214, -0.562], [-2.249, 4.071, 0.600], [-2.769, 4.029, -1.694], [-1.270, 1.990, -2.560], [-2.115, 1.050, -3.287], [0.073, 2.026, -3.125], [2.562, 3.023, 0.149], [3.767, 2.568, 0.813], [2.758, 4.039, -0.859], [0.907, 3.721, 4.240], [0.512, 2.155, 3.495], [-0.701, 3.445, 3.531], [1.372, 5.682, 2.645], [-0.280, 5.452, 2.038], [1.088, 5.367, 0.917], [-1.689, 3.591, 1.394], [-3.253, 4.281, 0.991], [-1.766, 5.027, 0.349], [-3.137, 3.426, -2.515], [-1.963, 4.675, -2.071], [-3.597, 4.662, -1.353], [-3.129, 1.058, -2.883], [-1.742, 0.019, -3.254], [-2.166, 1.367, -4.334], [0.658, 2.794, -2.621], [-0.006, 2.289, -4.184], [0.601, 1.070, -3.031], [3.503, 1.817, 1.555], [4.298, 3.391, 1.310], [4.442, 2.115, 0.080], [1.794, 4.319, -1.280], [3.392, 3.653, -1.664], [3.240, 4.938, -0.449], [1.242, -1.660, 2.601], [0.337, -1.436, 1.386], [-0.128, -2.472, 0.908], [0.602, -1.898, 3.456], [1.819, -0.762, 2.827], [1.902, -2.512, 2.423]]
}

6.
{
  "formula": "C24H38N2O4S",
  "method": "ωB97M-V/def2-TZVPD",
  "smiles": "C=C[C@H]1C(=O)O[C@H](CCCCn2cccc2)[C@@]1(CCCCCOC)N=C=S.CC(C)O",
  "total_charge": 0,
  "e_tot_ha": -1745.85074,
  "e_lumo_ev": 0.07,
  "elements": ["C", "C", "C", "C", "O", "O", "C", "C", "C", "C", "C", "N", "C", "C", "C", "C", "C", "C", "C", "C", "C", "C", "O", "C", "N", "C", "S", "H", "H", "H", "H", "H", "H", "H", "H", "H", "H", "H", "H", "H", "H", "H", "H", "H", "H", "H", "H", "H", "H", "H", "H", "H", "H", "H", "H", "H", "H", "C", "C", "C", "O", "H", "H", "H", "H", "H", "H", "H", "H"],
  "xyz": [[-0.665, 4.784, 0.530], [0.572, 4.335, 0.342], [1.226, 3.200, 1.114], [0.307, 2.700, 2.301], [0.141, 3.239, 3.356], [-0.274, 1.487, 1.974], [-0.092, 1.396, 0.551], [-0.571, 0.143, -0.184], [-2.034, -0.221, 0.179], [-2.991, 0.751, -0.589], [-4.313, 0.916, 0.190], [-4.262, 1.965, 1.202], [-4.165, 3.314, 1.077], [-4.192, 3.875, 2.323], [-4.303, 2.803, 3.277], [-4.343, 1.659, 2.519], [1.377, 1.811, 0.380], [2.489, 1.109, 1.212], [2.197, -0.346, 1.674], [2.923, -1.438, 0.813], [2.070, -2.690, 0.568], [1.773, -3.517, 1.836], [1.643, -4.907, 1.559], [0.545, -5.202, 0.722], [1.567, 1.836, -1.111], [2.526, 2.484, -1.489], [3.452, 3.587, -2.130], [-1.291, 4.560, 1.396], [-1.072, 5.479, -0.209], [1.187, 4.851, -0.400], [2.143, 3.627, 1.541], [-0.784, 2.175, 0.187], [0.113, -0.707, -0.060], [-0.566, 0.389, -1.257], [-2.226, -1.231, -0.209], [-2.233, -0.143, 1.255], [-3.256, 0.255, -1.538], [-2.516, 1.700, -0.866], [-4.577, -0.019, 0.690], [-5.084, 1.213, -0.540], [-4.079, 3.847, 0.136], [-4.159, 4.924, 2.595], [-4.375, 2.849, 4.357], [-4.440, 0.677, 2.975], [3.410, 1.066, 0.607], [2.759, 1.692, 2.099], [2.632, -0.443, 2.682], [1.138, -0.596, 1.783], [3.807, -1.773, 1.383], [3.323, -1.007, -0.117], [2.635, -3.340, -0.118], [1.111, -2.481, 0.077], [0.821, -3.200, 2.311], [2.543, -3.399, 2.612], [-0.056, -4.327, 0.435], [-0.146, -5.907, 1.219], [0.867, -5.701, -0.206], [2.940, -2.641, -4.008], [1.589, -3.286, -3.744], [0.609, -2.998, -4.871], [1.060, -2.800, -2.510], [2.843, -1.554, -4.077], [3.630, -2.849, -3.188], [3.380, -3.010, -4.936], [1.712, -4.365, -3.632], [0.437, -1.921, -4.967], [-0.358, -3.458, -4.664], [0.979, -3.377, -5.824], [0.945, -1.846, -2.593]]
}

7.
{
  "formula": "C4H7O3Tl",
  "method": "ωB97M-V/def2-TZVPD",
  "total_charge": 1,
  "spin_multiplicity": 2,
  "e_tot_ha": -554.44280,
  "e_lumo_ev": [-4.40, -4.56],
  "de_lowest_kcal_mol": 58.80,
  "elements": ["H", "Tl", "O", "C", "O", "C", "H", "H", "O", "C", "C", "H", "H", "H", "H"],
  "xyz": [[-0.149, 0.189, -2.458], [-4.542, 0.940, -1.983], [-2.092, 1.449, -1.719], [-0.963, 1.023, -1.798], [0.096, 1.715, -1.446], [1.243, 1.075, -1.947], [2.067, 1.148, -1.240], [1.441, 1.279, -3.000], [-0.441, -1.216, 0.604], [0.163, -0.798, 1.569], [0.587, -1.632, 2.728], [0.472, 0.271, 1.603], [0.263, -2.673, 2.616], [1.682, -1.577, 2.821], [0.173, -1.194, 3.650]]
}